(1)
Density functional theory data (the ωB97M-V functional and the def2-TZVPD basis) for 3 unconnected molecules or ions with the total composition C5H15NOS.

Structure (XYZ):
```
23
Properties=species:S:1:pos:R:3:forces:R:3
C -1.711 0.157 -0.336 -2.7 0.7 0.4
N -0.467 -0.557 -0.139 -1.3 3.5 2.3
C 0.652 0.289 -0.237 3.3 0.5 -1.7
C 1.908 -0.400 0.419 -1.6 1.0 -1.4
S 3.260 -0.162 -0.791 0.6 -0.4 1.6
C 0.788 1.834 0.084 -0.4 -0.9 -0.2
C -2.840 -0.131 0.770 -0.2 0.0 -1.4
H -1.711 1.252 -0.404 1.1 -0.1 0.4
H -2.240 0.004 -1.312 0.8 -1.1 0.4
H -0.028 0.864 1.731 -0.7 -1.3 -0.2
H 0.959 0.112 -1.321 -0.5 0.6 0.2
H 2.058 0.149 1.320 0.5 0.2 0.9
H 1.528 -1.372 0.659 0.7 -1.0 -0.1
H 4.219 -0.111 0.186 -0.3 -0.1 -0.8
H -0.138 2.380 0.171 -0.6 -0.1 0.0
H 1.362 2.032 1.034 -0.4 -0.6 -0.8
H 1.289 2.348 -0.741 0.4 -0.2 0.0
H -3.594 0.767 0.753 1.1 -2.0 -0.2
H -3.280 -1.156 0.514 0.2 1.6 0.7
H -2.368 -0.143 1.755 0.0 -0.1 -0.2
H -0.096 -1.956 -1.101 0.0 -2.5 -1.4
H 0.471 -3.412 -1.277 1.3 -1.6 1.3
O -0.022 -2.787 -1.739 -1.4 3.7 0.1
```
Positions in Å, forces in eV/Å.

The LUMO energy is -2.52 eV. For the electronic energy, the calculation gives -19793.746 eV. As for the energy relative to the best compared isomer or geometry (same formula, charge and spin): 732.4 kJ/mol.


(2)
Density functional theory data (the ωB97M-V functional and the def2-TZVPD basis) for 4 unconnected molecules or ions with the total composition C3H15N2O3.

Structure (XYZ):
```
23
Properties=species:S:1:pos:R:3:forces:R:3
C 0.403 -1.231 2.151 -0.2 -0.2 0.3
C 0.133 -0.225 1.073 -0.1 -0.4 0.1
C -0.994 -0.411 0.363 0.8 0.1 0.3
N -1.468 0.624 -0.566 -0.3 -0.5 -0.3
N 0.983 0.821 0.934 0.2 0.7 -0.4
H -0.543 -1.664 2.455 -0.1 -0.2 0.0
H 0.807 -0.769 3.048 0.3 0.2 -0.1
H 1.046 -2.052 1.842 0.2 0.1 -0.1
H -1.474 -1.368 0.431 -0.7 0.2 -0.1
H -2.335 0.306 -0.995 0.0 0.0 -0.1
H -0.790 0.843 -1.335 0.1 0.1 0.1
H -1.715 1.479 -0.066 0.2 0.1 0.0
H 1.863 0.862 1.419 -0.2 -0.3 0.3
H 1.020 1.324 0.061 -0.2 0.0 0.0
H 3.565 2.209 -3.412 0.1 0.0 0.0
H 3.675 0.739 -2.920 0.1 0.2 -0.1
O 3.173 1.557 -2.824 -0.2 -0.2 0.2
H -3.769 -3.095 1.899 0.1 -0.1 0.0
H -3.117 -2.424 3.086 0.1 -0.1 -0.1
O -2.903 -2.863 2.253 -0.2 0.3 0.1
H 1.437 1.309 -2.450 -0.2 0.3 -0.3
H 0.162 1.975 -3.102 0.4 -0.2 0.2
O 0.460 1.386 -2.391 -0.3 0.1 0.1
```
Positions in Å, forces in eV/Å.

The LUMO energy is -2.83 eV. For the electronic energy, the calculation gives -12471.132 eV. As for the energy relative to the best compared isomer or geometry (same formula, charge and spin): 67.8 kJ/mol. As for the total charge: +1.


(3)
Density functional theory data (the ωB97M-V functional and the def2-TZVPD basis) for C5H13NO2 in the gas phase.

Structure (XYZ):
```
21
Properties=species:S:1:pos:R:3:forces:R:3
C -0.307 1.638 -1.621 -1.2 2.0 -0.1
N -1.064 0.713 -0.780 1.4 0.1 -1.2
C -0.236 -0.433 -0.346 -0.8 0.2 -0.6
C -1.065 -1.698 -0.658 1.4 -1.1 1.5
O -0.310 -2.912 -0.756 -0.1 -0.8 0.4
C 0.181 -0.242 1.115 -1.7 -1.6 0.1
C 1.494 0.476 1.379 -0.1 -1.2 1.2
O 1.410 1.229 2.579 0.3 0.2 0.0
H -0.265 1.322 -2.669 0.1 -0.1 0.2
H -0.884 2.599 -1.595 0.3 -0.7 -0.4
H 0.691 1.996 -1.305 -0.1 -0.8 0.2
H -1.573 1.238 -0.091 0.3 -0.4 0.6
H 0.636 -0.453 -1.029 -0.2 0.0 0.4
H -1.654 -1.973 0.240 -0.6 0.7 -0.7
H -1.621 -1.628 -1.579 -0.4 0.6 0.0
H 0.606 -2.889 -1.019 0.3 0.8 -0.3
H -0.772 0.113 1.578 0.9 1.1 -0.1
H 0.121 -1.188 1.680 0.9 -0.3 -0.5
H 2.243 -0.324 1.567 -0.2 0.5 -0.2
H 1.889 1.043 0.553 -0.3 0.6 -0.4
H 0.479 1.372 2.758 0.0 0.1 0.0
```
Positions in Å, forces in eV/Å.

The LUMO energy is 0.84 eV. As for the SMILES: CN[C@H](CO)CCO. For the electronic energy, the calculation gives -10979.100 eV. As for the energy relative to the best compared isomer or geometry (same formula, charge and spin): 268.1 kJ/mol.


(4)
Density functional theory data (the ωB97M-V functional and the def2-TZVPD basis) for C19H23ClN4O4 in the gas phase.

Structure (XYZ):
```
51
Properties=species:S:1:pos:R:3:forces:R:3
C 3.146 -1.411 -2.686 0.1 0.1 0.0
C 3.531 -2.356 -1.592 -0.1 0.0 0.2
C 4.146 -3.570 -1.874 0.0 0.1 0.1
C 4.506 -4.453 -0.873 0.0 0.0 0.1
C 4.248 -4.121 0.447 -0.1 0.2 -0.2
Cl 4.685 -5.212 1.710 0.1 -0.2 0.2
C 3.647 -2.916 0.765 0.1 0.0 -0.1
C 3.298 -2.045 -0.254 0.2 -0.4 -0.1
N 2.667 -0.808 0.102 0.2 -0.5 -0.1
C 3.416 0.347 -0.034 0.0 0.3 0.1
O 4.549 0.346 -0.448 0.1 0.0 0.0
N 2.774 1.505 0.330 0.1 0.5 0.0
C 1.489 1.641 0.836 -0.1 -0.3 0.0
O 1.050 2.740 1.109 0.0 0.3 0.1
C 0.772 0.391 0.978 0.0 -0.1 0.0
C -0.523 0.440 1.465 0.3 0.1 0.0
N -1.289 -0.606 1.661 0.3 -0.3 -0.1
C -2.683 -0.523 1.996 -0.7 0.0 0.0
C -3.571 -0.788 0.773 0.2 0.3 0.0
C -3.173 0.089 -0.419 -0.1 -0.1 0.1
N -2.947 1.471 -0.037 -0.1 0.0 -0.1
C -2.181 2.199 -1.038 0.1 0.4 0.1
C -1.887 3.611 -0.531 0.2 -0.3 -0.2
O -3.076 4.305 -0.227 -0.1 0.1 -0.1
C -3.824 3.601 0.731 -0.3 -0.2 0.1
C -4.177 2.196 0.239 0.1 0.3 0.2
C 1.368 -0.866 0.592 -0.4 0.4 0.1
O 0.787 -1.944 0.659 0.0 -0.1 0.0
H 2.140 -1.024 -2.528 -0.1 0.0 -0.1
H 3.836 -0.567 -2.699 0.0 0.1 -0.1
H 3.187 -1.907 -3.652 0.0 0.0 -0.1
H 4.344 -3.831 -2.903 0.0 0.0 -0.1
H 4.979 -5.391 -1.112 0.0 -0.1 0.0
H 3.446 -2.655 1.792 0.0 0.0 0.1
H 3.315 2.357 0.230 -0.1 -0.2 0.0
H -0.927 1.416 1.706 -0.1 0.0 0.0
H -0.887 -1.503 1.374 0.0 0.2 0.1
H -2.882 0.481 2.376 0.0 -0.1 0.1
H -2.909 -1.255 2.777 0.0 0.1 0.0
H -4.608 -0.608 1.057 -0.1 -0.1 0.0
H -3.484 -1.833 0.471 -0.1 -0.1 0.0
H -2.234 -0.289 -0.832 0.0 0.0 0.0
H -3.942 -0.001 -1.206 0.1 0.0 0.0
H -1.237 1.678 -1.210 0.0 0.0 0.0
H -2.732 2.263 -1.993 0.1 0.0 0.0
H -1.382 4.194 -1.303 0.0 -0.1 0.1
H -1.239 3.555 0.356 0.0 0.0 -0.1
H -4.729 4.185 0.907 0.0 -0.1 0.1
H -3.252 3.521 1.668 -0.1 0.0 0.0
H -4.744 1.674 1.012 -0.1 0.0 0.0
H -4.806 2.277 -0.666 0.0 0.0 0.1
```
Positions in Å, forces in eV/Å.

The LUMO energy is 0.33 eV. As for the SMILES: Cc1ccc(Cl)cc1N1C(=O)NC(=O)/C(=C/NCCCN2CCOCC2)C1=O. For the electronic energy, the calculation gives -46751.313 eV. As for the energy relative to the best compared isomer or geometry (same formula, charge and spin): 162.5 kJ/mol.


(5)
Density functional theory data (the ωB97M-V functional and the def2-TZVPD basis) for 2 unconnected molecules or ions with the total composition C4H8INS.

Structure (XYZ):
```
15
Properties=species:S:1:pos:R:3:forces:R:3
C -1.239 -1.354 -1.750 -2.1 0.1 0.8
N -0.359 -1.633 -0.651 0.0 0.7 3.4
C -0.683 -1.368 0.594 -1.2 -0.1 -3.2
S 0.447 -1.802 1.818 -0.2 0.2 1.3
H -2.212 -1.885 -1.538 0.6 0.6 -0.3
H -0.866 -1.841 -2.651 0.2 0.6 -0.1
H -1.499 -0.245 -1.826 0.6 -1.4 -0.3
H -1.674 -0.901 0.983 1.5 -0.8 -0.9
H -0.372 -1.432 2.865 0.7 -0.3 -0.7
C 2.009 2.408 0.764 -1.1 -1.7 -1.7
C 1.198 1.698 -0.029 0.1 0.2 -0.2
I -0.899 1.914 -0.016 0.1 0.7 0.2
H 3.043 2.321 0.868 1.8 -0.8 -0.7
H 1.738 3.152 1.419 -1.6 1.4 1.4
H 1.368 0.968 -0.848 0.7 0.5 1.1
```
Positions in Å, forces in eV/Å.

The LUMO energy is 0.42 eV. As for the SMILES: C/N=C/S.C=CI. For the electronic energy, the calculation gives -24701.232 eV. As for the energy relative to the best compared isomer or geometry (same formula, charge and spin): 198.9 kJ/mol.


(6)
Density functional theory data (the ωB97M-V functional and the def2-TZVPD basis) for C21H29NO4 in the gas phase.

Structure (XYZ):
```
55
Properties=species:S:1:pos:R:3:forces:R:3
O 2.025 -1.770 -1.552 -0.1 0.1 -0.1
C 0.870 -2.059 -1.741 0.3 -0.1 0.0
O 0.007 -1.262 -2.399 -0.2 -0.2 0.1
C 0.537 -0.049 -2.918 0.4 0.2 -0.3
C 1.208 0.921 -1.932 -0.2 -0.2 -0.2
O 2.224 1.473 -2.310 0.2 0.1 -0.3
N 0.642 1.177 -0.727 0.1 0.0 0.2
C -0.682 0.684 -0.367 -0.2 0.0 0.3
C -1.675 1.782 0.027 -0.1 -0.2 -0.3
C -3.074 1.173 0.123 0.0 0.1 0.3
C -3.106 0.033 1.138 -0.1 -0.1 -0.3
C -2.072 -1.033 0.786 0.0 0.1 0.3
C -0.681 -0.409 0.711 -0.1 -0.2 -0.4
C 1.435 2.090 0.109 0.0 0.2 0.1
C 1.079 3.562 -0.126 0.3 0.0 -0.1
C 2.116 4.450 0.557 -0.3 0.1 0.1
C 2.175 4.145 2.050 0.3 0.0 -0.1
C 2.492 2.671 2.280 -0.3 0.1 0.1
C 1.451 1.780 1.601 0.3 -0.1 -0.1
C 0.227 -3.303 -1.266 -0.1 -0.1 0.0
C 0.962 -4.153 -0.443 -0.1 0.2 -0.2
C 0.402 -5.317 0.038 -0.1 -0.1 0.0
C -0.908 -5.651 -0.300 0.2 0.3 -0.1
O -1.502 -6.780 0.150 -0.1 -0.2 0.1
C -1.645 -4.805 -1.129 -0.1 -0.3 0.2
C -1.081 -3.644 -1.608 0.2 0.0 0.1
H -0.300 0.448 -3.416 0.1 -0.1 0.1
H 1.312 -0.277 -3.658 -0.2 0.1 0.2
H -1.093 0.226 -1.269 0.0 0.1 0.1
H -1.411 2.216 0.991 0.1 0.1 0.0
H -1.669 2.573 -0.725 0.1 0.1 0.0
H -3.790 1.946 0.412 0.0 0.0 -0.1
H -3.373 0.793 -0.856 -0.1 0.0 -0.1
H -4.103 -0.409 1.165 0.0 0.0 0.1
H -2.890 0.429 2.133 0.0 0.0 0.1
H -2.081 -1.825 1.537 0.0 -0.1 -0.1
H -2.323 -1.488 -0.175 0.0 -0.1 -0.1
H -0.436 0.008 1.685 0.1 0.0 0.0
H 0.064 -1.168 0.471 0.1 0.0 0.1
H 2.460 1.954 -0.258 -0.2 0.1 0.1
H 0.092 3.792 0.277 -0.1 0.0 0.0
H 1.070 3.758 -1.199 -0.1 0.0 0.0
H 1.863 5.501 0.400 0.1 0.0 -0.1
H 3.094 4.270 0.109 0.1 0.0 -0.1
H 1.212 4.386 2.509 0.0 0.0 0.1
H 2.936 4.766 2.528 0.0 0.0 0.1
H 2.513 2.457 3.351 0.1 0.0 0.0
H 3.480 2.446 1.874 0.1 0.0 0.0
H 0.478 1.978 2.054 -0.1 -0.1 0.1
H 1.711 0.733 1.760 -0.1 -0.1 0.0
H 1.976 -3.880 -0.191 0.1 0.0 0.0
H 0.975 -5.975 0.678 0.1 0.0 0.1
H -0.891 -7.283 0.702 -0.1 0.1 -0.1
H -2.654 -5.086 -1.383 -0.1 0.0 0.0
H -1.647 -2.995 -2.258 -0.1 0.0 0.0
```
Positions in Å, forces in eV/Å.

The LUMO energy is 0.57 eV. As for the SMILES: O=C(OCC(=O)N(C1CCCCC1)C1CCCCC1)c1ccc(O)cc1. For the electronic energy, the calculation gives -31929.359 eV. As for the energy relative to the best compared isomer or geometry (same formula, charge and spin): 21.4 kJ/mol.


One value per record, in order, for max |F|: 4.39, 0.89, 2.34, 0.66, 3.46, 0.56 eV/Å.